Record 1
Molecular formula: C22H26N3O4SbSe5Ti
Method: DFT, wB97M-V/def2-TZVPD

Summary:
2S+1 = 3
Total energy = -14416.29444 Eh
<S²> = 2.021
Net charge = -2

Geometry (Å):
C  -1.66  3.17  0.20
Ti  2.58  -2.69  -2.04
H  -1.56  1.89  2.58
C  -3.13  0.55  -1.86
H  0.82  3.23  1.17
C  -0.61  1.80  3.11
N  -2.33  1.49  -1.12
C  -0.78  0.86  4.29
C  -2.90  5.13  0.66
C  -3.68  -0.94  0.15
H  -0.34  2.80  3.47
H  -2.89  -2.90  0.56
H  4.32  -6.35  -1.07
O  2.43  -0.87  -2.00
C  -1.07  1.19  -0.64
H  0.22  0.29  1.81
Se  0.88  -3.34  -0.31
N  -0.67  2.23  0.16
H  6.80  -1.38  1.58
Sb  0.98  -2.13  -4.36
C  -2.72  2.70  -0.61
Se  -0.07  -3.20  -6.27
C  5.98  -1.63  0.91
H  -3.57  1.07  -2.71
C  -3.87  3.45  -0.79
H  -1.56  1.22  4.96
O  3.30  -4.44  -1.71
O  4.81  -5.69  -0.56
H  -3.91  -2.83  -0.88
H  1.35  1.81  0.23
Se  3.49  -2.82  -4.38
C  4.28  -4.48  -0.89
C  3.14  -0.15  -1.17
Se  -0.08  -0.24  -1.02
H  -2.99  6.10  1.15
H  -2.88  -0.39  0.66
H  -4.87  -0.67  -1.62
H  -0.95  4.75  1.48
C  -4.22  -0.07  -0.98
H  0.14  0.76  4.85
C  -1.75  4.39  0.85
C  4.15  -0.97  -0.48
H  -4.83  0.74  -0.56
H  -2.26  -2.20  -0.91
H  6.43  -3.75  0.91
H  -4.68  3.10  -1.41
H  -1.06  -0.13  3.94
C  5.80  -2.96  0.54
C  -3.94  4.68  -0.14
C  4.75  -3.26  -0.35
C  -3.16  -2.29  -0.30
C  0.57  2.20  0.89
Se  0.29  -3.96  -2.45
N  3.99  -2.26  -0.86
O  2.97  1.06  -0.97
C  0.46  1.31  2.13
H  -4.49  -1.09  0.88
H  -4.82  5.28  -0.27
H  1.43  1.29  2.63
H  5.27  0.41  0.74
H  -2.46  -0.23  -2.23
C  5.15  -0.62  0.43

Calculated atomic charges, method Löwdin, unit e: -0.159, 0.015, 0.101, -0.159, 0.123, -0.271, -0.034, -0.118, -0.124, -0.260, 0.103, 0.070, 0.117, -0.401, -0.645, 0.089, 0.059, -0.033, 0.084, 0.174, -0.149, -0.406, -0.122, 0.125, -0.023, 0.060, -0.274, 0.089, 0.070, 0.079, -0.010, -0.440, -0.580, 0.872, 0.089, 0.091, 0.109, 0.101, -0.186, 0.067, -0.023, -0.179, 0.093, 0.014, 0.086, 0.102, 0.072, -0.051, -0.125, -0.204, -0.112, -0.158, -0.038, -0.024, 0.000, -0.187, 0.097, 0.088, 0.120, 0.093, 0.083, -0.043

***

Record 2
Molecular formula: C6F18K2N3O12S6
Method: DFT, wB97M-V/def2-TZVPD

Summary:
Energy above the lowest of the compared OMol25 structures with the same formula, charge and spin = 5.094 eV
Net charge = -1

Geometry (Å):
O  17.61  7.20  -15.66
F  15.00  8.61  -16.68
F  21.13  9.53  -6.90
F  15.88  2.42  -17.58
O  21.30  11.23  -10.29
K  20.74  3.27  -16.60
O  14.67  10.68  -14.39
S  20.09  8.60  -11.14
F  18.58  10.05  -15.69
F  22.80  10.73  -7.34
O  16.48  12.83  -14.21
F  22.02  6.78  -10.23
O  13.70  12.22  -16.00
C  21.04  6.82  -11.09
O  18.13  13.13  -16.10
F  20.79  11.55  -7.35
C  18.20  10.70  -14.63
S  14.71  11.22  -15.75
S  18.51  6.16  -15.12
F  20.22  5.84  -10.62
F  16.96  1.94  -15.74
F  20.29  7.06  -16.89
F  20.50  8.05  -15.17
O  16.33  5.39  -17.34
C  20.31  6.81  -15.67
S  16.84  4.61  -16.16
F  12.96  9.31  -16.15
F  17.27  9.99  -13.95
C  21.55  10.51  -7.67
N  18.49  4.81  -15.80
S  21.43  9.96  -9.56
F  14.03  9.98  -18.19
K  13.93  5.49  -18.92
F  19.39  11.12  -14.05
F  21.27  5.98  -15.28
O  18.47  6.20  -13.64
O  22.65  9.14  -9.82
O  18.81  8.12  -11.45
S  17.20  12.31  -15.37
O  16.01  4.64  -14.91
O  20.64  9.37  -12.29
F  18.00  2.54  -17.48
C  14.15  9.66  -16.81
F  21.44  6.51  -12.34
C  16.87  2.71  -16.78
N  20.17  9.14  -9.50
N  16.09  11.60  -16.54

Calculated atomic charges, method Löwdin, unit e: -0.297, 0.081, 0.124, 0.167, -0.334, 0.928, -0.323, 0.677, 0.127, 0.131, -0.344, 0.116, -0.335, -0.607, -0.329, 0.132, -0.557, 0.572, 0.557, 0.086, 0.185, 0.197, 0.146, -0.430, -0.706, 0.755, 0.040, 0.121, -0.691, -0.404, 0.543, 0.028, 0.946, 0.091, 0.108, -0.271, -0.350, -0.303, 0.665, -0.292, -0.320, 0.062, -0.507, 0.103, -0.684, -0.290, -0.316

***

Record 3
Molecular formula: C52H35CaF15GeN10O2S4
Method: DFT, wB97M-V/def2-TZVPD

Summary:
Total energy = -8546.09149 Eh
Net charge = -2

Geometry (Å):
F  -6.02  -0.31  7.71
S  -0.50  -0.69  3.79
F  -1.36  -0.06  7.19
C  4.93  1.85  -0.16
H  -1.68  2.43  -3.79
N  -1.99  0.84  -2.53
C  -2.56  -2.84  0.76
C  0.70  2.09  -0.10
H  4.55  1.98  -2.24
S  -0.82  -1.12  -5.78
H  3.19  1.46  -4.27
C  2.59  0.24  -2.61
C  -2.20  2.37  2.03
C  2.47  2.43  6.62
C  0.95  -3.50  2.58
H  5.71  2.60  -0.19
C  1.92  4.10  -0.60
H  1.11  -4.47  -5.06
C  -2.33  1.55  -3.74
N  1.99  -3.38  -1.03
Ge  -1.01  1.23  4.45
C  -4.79  -0.23  -3.01
C  4.52  -3.36  0.08
F  0.15  4.00  8.90
N  -1.30  -2.72  1.25
H  3.53  -4.80  -5.37
H  -0.97  -3.50  -5.71
C  1.63  -3.93  -5.84
F  -2.49  5.53  0.34
S  -3.01  -4.00  -0.33
C  -2.53  3.29  1.06
H  -2.12  0.93  -4.62
C  2.99  -2.47  -7.76
H  3.52  -1.89  -8.51
C  -3.79  2.01  -3.77
N  1.38  -0.23  -2.69
H  5.21  -3.45  -1.97
C  -4.00  1.18  5.11
H  0.01  -3.95  2.90
H  1.08  -1.57  -8.19
C  3.06  -3.40  -1.80
C  4.36  -3.41  -1.30
H  5.08  1.52  1.97
C  0.21  2.09  5.80
H  -3.90  2.77  -4.54
H  3.05  -0.25  -4.63
C  1.98  3.13  7.71
F  2.07  1.22  4.67
C  3.54  0.34  1.08
H  -3.13  -1.17  1.76
H  2.87  -3.41  -2.87
C  -1.52  5.00  2.41
F  -2.57  1.09  1.83
C  -2.59  0.21  6.72
H  -1.30  1.26  -1.90
N  2.16  4.95  -1.35
C  3.38  0.46  -3.88
H  -4.36  -2.02  0.94
C  1.62  -2.30  -7.60
H  5.51  -3.34  0.51
Ca  0.16  -1.05  -1.01
N  2.49  3.08  2.71
H  -4.51  0.42  -5.04
C  0.90  -3.26  1.10
N  -0.04  1.27  -0.44
C  -0.54  -2.81  -6.44
C  3.21  0.57  -1.32
C  0.93  -3.04  -6.64
H  -1.17  -2.12  2.07
H  3.22  -0.11  2.02
H  4.45  0.33  -3.70
F  2.82  3.61  8.63
C  -1.22  4.04  3.37
N  0.83  -0.34  -3.94
C  1.58  1.92  5.69
H  -5.61  -0.91  -3.25
H  -5.77  1.29  -4.17
H  -5.01  0.21  -2.03
H  4.75  -3.51  -7.10
C  -3.49  -1.04  -2.93
H  -4.04  2.46  -2.80
N  -0.18  -2.96  0.48
O  -2.00  -0.85  -1.06
C  4.27  1.49  -1.31
C  -4.77  0.87  -4.07
C  -0.24  2.81  6.89
O  1.80  -0.81  0.03
C  3.40  -3.31  0.89
H  1.06  -2.55  3.11
H  -3.11  -1.22  -3.94
H  1.77  -4.16  2.85
C  2.79  0.00  -0.07
F  -3.53  -0.90  8.60
C  -5.12  0.74  5.81
F  -1.20  6.28  2.60
C  3.00  -4.10  -6.01
F  3.79  2.25  6.49
C  0.62  3.32  7.84
C  1.59  3.08  0.31
F  -1.55  3.04  7.06
C  2.10  3.07  1.62
H  -3.66  -2.00  -2.46
C  -3.68  -0.22  7.45
C  -2.43  -0.35  -2.12
C  -2.71  0.94  5.55
C  -4.95  0.06  7.00
C  -1.54  2.71  3.20
C  2.14  -3.33  0.29
F  -3.19  2.94  -0.04
C  0.00  -1.30  -4.16
C  3.68  -3.38  -6.97
H  3.51  -3.21  1.96
F  -0.64  4.46  4.50
C  -2.17  4.62  1.25
S  -0.41  -2.65  -3.22
N  -3.47  -2.05  1.40
F  -6.36  1.00  5.36
H  -1.09  -2.84  -7.38
F  -4.22  1.87  3.98
C  4.57  1.25  1.05

Results of the Löwdin charge analysis, in e, for atoms 1 through 99: 0.107, 0.257, 0.081, -0.114, 0.128, 0.107, -0.949, -0.158, 0.100, 0.835, 0.091, -0.253, -0.259, -0.137, -0.046, 0.088, -0.261, 0.091, -0.166, 0.105, 0.592, -0.181, -0.066, 0.098, -0.040, 0.097, 0.035, -0.059, 0.123, 0.566, -0.146, 0.067, -0.100, 0.094, -0.182, -0.097, 0.095, -0.210, 0.086, 0.104, -0.130, -0.059, 0.098, -0.123, 0.106, 0.062, -0.138, 0.053, -0.032, 0.069, 0.097, -0.139, 0.061, -0.247, 0.080, 0.101, -0.030, 0.078, -0.065, 0.103, 1.190, 0.168, 0.111, -0.256, 0.119, -0.448, -0.118, -0.308, 0.002, 0.113, 0.072, 0.109, -0.216, -0.089, -0.242, 0.106, 0.101, 0.118, 0.091, -0.108, 0.109, 0.020, -0.191, -0.067, -0.215, -0.240, -0.312, -0.020, 0.006, 0.086, 0.074, -0.378, 0.103, -0.144, 0.111, -0.097, 0.110, -0.143, -0.269

***

Record 4
Molecular formula: C40H36N4O6PRuS4
Method: DFT, wB97M-V/def2-TZVPD

Summary:
2S+1 = 2
<S²> = 0.785
Energy above the lowest of the compared OMol25 structures with the same formula, charge and spin = 1.757 eV

Geometry (Å):
C  2.61  -1.29  0.73
C  0.74  0.03  4.70
H  4.23  -3.37  -3.15
C  2.51  -3.18  -1.89
C  2.00  -5.83  -2.51
C  4.63  0.30  0.33
H  1.79  -6.87  -2.74
C  -4.19  -1.90  1.09
H  1.32  -1.33  6.25
C  -2.64  -5.38  1.42
S  -2.79  -1.20  1.82
C  0.93  -1.22  5.25
H  2.71  -2.14  -1.68
C  3.12  -5.20  -3.04
H  0.50  2.26  3.27
Ru  -0.85  -0.80  0.56
H  -4.11  0.80  0.64
C  -2.05  4.98  -1.88
C  -1.95  2.85  -0.63
C  -0.47  -6.10  2.17
H  0.29  -5.65  -1.25
N  -0.04  -0.93  2.67
C  0.24  0.14  3.42
H  0.97  0.93  5.26
C  -5.23  -2.64  -0.91
C  1.40  -3.80  -1.34
O  -1.75  6.32  -4.86
H  -2.99  7.46  -3.78
C  1.15  -5.14  -1.66
C  -4.13  3.71  -1.08
C  0.12  -2.14  3.21
S  -5.43  -2.48  1.99
C  3.36  -3.88  -2.73
H  -4.79  4.46  -1.48
C  -3.76  1.68  0.11
H  -5.70  2.47  -0.29
C  -0.97  -2.40  -1.70
H  -1.17  1.68  3.05
O  0.09  1.40  1.43
C  -2.32  -0.53  -2.28
H  6.65  -2.27  2.46
H  -2.18  -2.77  -4.83
C  0.60  -2.33  4.50
C  -0.66  -4.31  0.57
N  -2.43  1.79  0.02
S  3.65  -3.03  2.09
O  4.00  -4.27  1.44
O  -0.91  5.28  -1.59
C  -2.55  -1.11  -3.51
C  5.98  0.50  0.60
H  0.73  -3.34  4.87
C  -2.05  -4.43  0.61
C  -4.64  2.61  -0.42
H  -0.34  2.16  1.02
H  -0.88  2.94  -0.75
H  -0.72  -3.94  -3.20
H  -2.77  0.43  -2.06
C  -2.22  6.72  -3.60
H  -2.65  -3.77  -0.01
H  -0.95  5.79  -4.75
C  -1.51  -1.17  -1.33
H  4.06  1.01  -0.25
C  4.02  -0.83  0.85
C  -0.11  1.47  2.83
C  -1.86  -6.22  2.20
H  -2.32  -6.95  2.85
O  3.48  -3.03  3.51
H  -3.72  -5.46  1.45
H  -4.95  -2.64  -1.96
H  -1.42  7.15  -2.99
C  -1.19  -3.00  -2.94
H  1.21  -5.07  1.33
H  7.76  -0.23  1.55
P  0.09  -2.95  -0.35
H  3.78  -5.75  -3.70
N  -2.78  5.63  -2.83
C  -1.99  -2.34  -3.85
C  -2.75  3.84  -1.20
H  -6.17  -2.12  -0.74
H  0.14  -6.76  2.77
C  0.13  -5.16  1.35
C  6.71  -0.41  1.36
C  6.10  -1.55  1.87
H  -3.17  -0.59  -4.23
O  -4.15  -1.98  -0.24
H  -3.61  5.19  -3.19
N  2.32  -2.39  1.36
C  4.76  -1.73  1.60
H  -5.33  -3.67  -0.54
H  6.48  1.38  0.21
H  -0.16  -2.98  2.59
S  1.54  -0.40  -0.27

Calculated atomic charges, method Löwdin, unit e: -0.748, -0.008, 0.106, -0.090, -0.070, -0.024, 0.106, -1.333, 0.115, -0.060, 0.612, -0.040, 0.050, -0.079, 0.128, 0.777, 0.068, -0.442, -0.077, -0.071, 0.106, -0.045, -0.257, 0.117, -0.102, -0.308, -0.028, 0.127, -0.096, -0.009, -0.148, 0.623, -0.067, 0.116, -0.131, 0.112, -0.408, 0.133, -0.193, -0.111, 0.124, 0.098, -0.041, -0.379, 0.059, 0.639, -0.283, 0.073, -0.092, -0.062, 0.116, -0.087, -0.029, 0.051, 0.127, 0.102, 0.073, -0.249, 0.085, 0.093, -0.335, 0.101, -0.220, -0.174, -0.074, 0.104, -0.285, 0.102, 0.088, 0.126, -0.068, 0.102, 0.107, 1.027, 0.104, 0.089, -0.091, -0.109, 0.078, 0.107, -0.110, -0.063, -0.029, 0.100, -0.272, 0.134, -0.104, -0.211, 0.073, 0.107, 0.075, 0.752

***

Record 5
Molecular formula: C4H6O2S2
Method: DFT, wB97M-V/def2-TZVPD

Summary:
Energy above the lowest of the compared OMol25 structures with the same formula, charge and spin = 3.841 eV
SMILES string = COc1ssc1OC

Geometry (Å):
H  0.87  -1.79  0.76
H  0.02  -2.80  -0.51
H  -2.35  1.10  1.78
S  2.16  0.74  -1.52
O  -0.05  -0.85  -0.91
C  -1.69  0.86  0.97
C  0.38  1.44  0.02
H  1.73  -2.18  -0.94
S  1.75  2.53  -0.42
H  -1.20  -0.02  1.16
C  0.53  0.28  -0.81
H  -2.18  0.77  -0.02
O  -0.66  1.93  0.77
C  0.69  -2.00  -0.32

Calculated atomic charges, method Löwdin, unit e: 0.107, 0.065, 0.088, 0.564, -0.153, -0.001, -0.680, 0.137, 0.615, 0.047, -0.736, 0.112, -0.146, -0.018

***

Record 6
Molecular formula: C7H12
Method: DFT, wB97M-V/def2-TZVPD

Summary:
Energy above the lowest of the compared OMol25 structures with the same formula, charge and spin = 1.614 eV
SMILES string = CC#CCCCC

Geometry (Å):
C  0.71  -1.89  0.75
H  0.81  -1.91  1.84
C  0.32  -0.50  0.27
H  0.24  -0.52  -0.82
H  -1.87  3.85  -0.88
H  -0.96  3.51  -2.37
H  2.24  0.56  0.24
C  -0.38  -2.88  0.28
C  0.56  1.84  -0.02
H  -0.98  -2.43  -0.52
H  1.31  0.84  1.71
C  -1.33  3.07  -1.44
H  -2.05  2.29  -1.70
H  1.69  -2.17  0.34
H  -1.06  -3.15  1.09
C  -0.26  2.47  -0.65
H  -0.68  -0.26  0.64
H  0.05  -3.80  -0.13
C  1.22  0.70  0.62

Calculated atomic charges, method Löwdin, unit e: -0.263, 0.106, -0.256, 0.117, 0.073, 0.074, 0.113, -0.115, -0.061, 0.067, 0.113, -0.109, 0.079, 0.105, 0.069, -0.092, 0.121, 0.066, -0.207

***

Record 7
Molecular formula: C17H38AlN6P
Method: DFT, wB97M-V/def2-TZVPD

Summary:
Energy above the lowest of the compared OMol25 structures with the same formula, charge and spin = 0.468 eV
Net charge = +4

Geometry (Å):
H  -11.46  -6.84  11.39
C  -12.57  -10.59  9.89
C  -16.27  -6.96  12.62
H  -11.60  -10.34  10.29
N  -14.02  -5.63  8.78
C  -12.88  -5.27  7.90
H  -14.07  -8.71  6.79
C  -14.96  -4.69  11.83
C  -9.29  -8.10  9.08
H  -16.21  -10.38  8.36
H  -9.83  -8.79  7.09
P  -14.62  -6.49  11.91
C  -10.18  -8.38  8.08
H  -8.97  -7.28  11.09
N  -15.25  -8.46  8.49
H  -17.38  -8.68  8.32
H  -14.41  -10.35  8.01
H  -11.16  -3.63  6.95
N  -12.00  -3.69  6.35
C  -16.66  -8.06  8.97
H  -17.10  -6.22  12.52
H  -12.51  -9.83  12.37
H  -13.60  -6.15  14.15
C  -11.55  -8.11  8.31
H  -15.73  -4.52  11.10
C  -7.89  -8.23  8.90
H  -13.87  -11.06  12.23
C  -13.58  -10.02  11.99
C  -9.73  -7.59  10.32
H  -12.44  -6.73  12.99
H  -13.41  -3.15  7.85
N  -6.78  -8.46  8.76
C  -13.49  -6.88  13.32
H  -14.84  -5.52  8.14
H  -14.07  -4.07  6.50
H  -15.75  -9.68  10.79
Al  -13.86  -7.58  9.79
H  -12.11  -2.79  5.86
C  -11.06  -7.22  10.46
H  -14.12  -4.91  9.48
H  -12.67  -6.04  7.19
H  -14.96  -11.35  10.28
H  -16.33  -7.17  13.65
H  -12.26  -8.48  7.58
N  -11.99  -7.55  9.48
H  -16.89  -7.03  8.75
H  -15.37  -4.37  12.89
H  -13.70  -7.95  13.63
C  -15.00  -10.25  10.13
C  -15.20  -9.95  8.67
H  -16.58  -7.93  12.17
H  -16.80  -8.42  10.04
H  -11.98  -5.07  8.54
H  -12.75  -11.61  10.12
H  -11.83  -4.33  5.54
C  -15.05  -8.26  7.00
H  -14.27  -9.41  12.55
H  -15.83  -8.77  6.38
H  -15.03  -7.18  6.72
C  -13.22  -3.99  7.15
H  -12.49  -10.36  8.79
H  -14.03  -4.10  11.73
N  -13.65  -9.76  10.51

Calculated atomic charges, method Löwdin, unit e: 0.090, -0.018, -0.199, 0.097, 0.043, -0.220, 0.079, -0.246, -0.177, 0.178, 0.177, 0.849, 0.062, 0.178, -0.281, 0.150, 0.131, 0.188, 0.205, -0.008, 0.090, 0.140, 0.096, -0.096, 0.049, -0.124, 0.130, -0.047, 0.073, 0.035, 0.169, 0.294, -0.202, 0.128, 0.149, 0.134, 0.417, 0.205, -0.020, 0.069, 0.107, 0.168, 0.056, 0.108, -0.035, 0.094, 0.141, 0.066, -0.166, -0.155, 0.039, 0.087, 0.153, 0.115, 0.210, -0.014, 0.049, 0.147, 0.095, -0.118, 0.099, 0.065, -0.278

***

Record 8
Molecular formula: C3H12O3S
Method: DFT, wB97M-V/def2-TZVPD

Summary:
2S+1 = 2
<S²> = 0.753
Energy above the lowest of the compared OMol25 structures with the same formula, charge and spin = 0.104 eV
Net charge = +1

Geometry (Å):
O  -0.56  1.46  1.48
H  -1.57  -0.37  -2.89
C  1.53  0.03  -0.23
C  0.37  0.53  1.96
H  1.54  -1.23  1.56
H  -2.72  -0.69  -0.16
H  1.30  1.03  2.23
H  1.66  -2.18  -0.94
H  0.75  0.53  -0.82
S  2.40  -1.08  -1.31
O  -2.52  0.24  -0.10
H  2.25  0.80  0.12
H  -0.10  0.01  2.81
H  -1.16  1.07  -2.93
H  -1.90  0.44  -0.82
H  -1.19  0.91  0.95
O  -0.93  0.24  -2.50
C  0.85  -0.56  0.99
H  -0.02  -1.16  0.62

Calculated atomic charges, method Löwdin, unit e: -0.035, 0.073, -0.519, -0.260, 0.135, 0.060, 0.126, -0.010, 0.090, 1.154, -0.032, 0.118, 0.140, 0.078, 0.006, 0.042, -0.047, -0.247, 0.127

***

Calculated values (eV/A) of maximum force for the records, taken in order: 2.859 10.931 3.039 2.326 7.379 0.562 2.735 2.042.